ORCA calculation (wB97M-V/def2-TZVPD) on C4H12BrFeN2O2 as an isolated structure in a non-equilibrium geometry.

multiplicity: 6
HOMO energy (alpha / beta): -16.68 / -16.59 eV
net charge: +2
energy relative to the best compared isomer or geometry (same formula, charge and spin): 135.4 kcal per mole
gap between HOMO and LUMO (alpha / beta): 0.24477 / 0.16594 Eh
molar mass: 255.9 g/mol
LUMO energy (alpha / beta): -10.023 / -12.078 eV

Positions of all 22 atoms, in Å:
Fe1 -0.69 -8.17 -13.95
Br1 0.61 -8.90 -15.14
C1 1.55 -8.81 -18.30
O1 1.85 -8.85 -19.50
N1 0.37 -9.00 -17.80
N2 2.39 -8.46 -17.40
H1 -0.37 -9.16 -18.47
H2 0.27 -8.59 -16.88
H3 2.16 -8.37 -16.42
H4 3.36 -8.56 -17.67
C2 2.76 -11.20 -13.05
C3 3.18 -10.83 -14.46
C4 2.15 -11.26 -15.54
O2 3.04 -9.46 -14.47
H5 1.71 -10.98 -12.84
H6 3.34 -10.69 -12.29
H7 2.90 -12.28 -13.04
H8 4.22 -10.95 -14.77
H9 2.13 -10.57 -16.38
H10 1.13 -11.43 -15.18
H11 2.42 -12.18 -16.06
H12 2.17 -9.29 -14.84

---

ORCA calculation (wB97M-V/def2-TZVPD) on an isolated molecule of C18H20N2O4 in a non-equilibrium geometry.

multiplicity: 1
HOMO energy: -8.88 eV
SMILES string: N[C@@H](Cc1ccccc1)C(=O)N[C@@H](Cc1ccc(O)cc1)C(=O)O
net charge: 0
energy relative to the best compared isomer or geometry (same formula, charge and spin): 90.7 kcal per mole
gap between HOMO and LUMO: 0.34151 Eh
molar mass: 328.4 g/mol
LUMO energy: 0.411 eV

Positions of all 44 atoms, in Å:
N1 1.09 -0.47 1.89
C1 1.66 0.89 1.66
C2 3.20 0.84 1.30
C3 3.70 -0.28 0.43
C4 2.96 -0.62 -0.76
C5 3.41 -1.57 -1.72
C6 4.50 -2.25 -1.35
C7 5.26 -1.88 -0.21
C8 4.88 -0.93 0.69
C9 1.01 1.45 0.54
O1 1.39 2.40 -0.08
N2 -0.19 0.85 0.15
C10 -0.96 1.51 -0.89
C11 -1.85 0.73 -1.88
C12 -2.50 -0.47 -1.02
C13 -3.53 -0.04 -0.24
C14 -4.15 -0.92 0.68
C15 -4.04 -2.30 0.56
O2 -4.77 -3.18 1.38
C16 -3.16 -2.76 -0.40
C17 -2.23 -1.83 -0.98
C18 -1.64 2.91 -0.31
O3 -2.76 3.14 -0.54
O4 -0.78 3.75 0.20
H1 1.88 -0.98 2.38
H2 0.21 -0.38 2.39
H3 1.58 1.40 2.58
H4 3.66 0.72 2.38
H5 3.50 1.86 0.90
H6 2.06 -0.08 -0.90
H7 2.80 -1.63 -2.65
H8 4.87 -3.02 -2.11
H9 6.26 -2.38 -0.21
H10 5.54 -0.61 1.53
H11 -0.21 -0.16 0.51
H12 -0.06 1.96 -1.41
H13 -2.60 1.33 -2.44
H14 -1.38 0.18 -2.66
H15 -3.71 1.04 -0.16
H16 -4.94 -0.32 1.18
H17 -5.36 -2.56 1.87
H18 -2.82 -3.77 -0.29
H19 -1.45 -2.27 -1.54
H20 0.08 3.25 0.13

---

ORCA calculation (wB97M-V/def2-TZVPD) on C4H2FNOS as an isolated structure in a non-equilibrium geometry.

multiplicity: 1
HOMO energy: -9.73 eV
net charge: 0
energy relative to the best compared isomer or geometry (same formula, charge and spin): 14.3 kcal per mole
gap between HOMO and LUMO: 0.33994 Eh
molar mass: 131.1 g/mol
LUMO energy: -0.484 eV

Positions of all 10 atoms, in Å:
C1 -0.37 0.79 0.30
C2 0.58 -0.42 0.42
C3 -1.36 -0.24 -0.20
C4 1.67 -0.44 -0.55
H1 -0.63 1.25 1.27
H2 0.92 -0.69 1.41
N1 2.56 -0.46 -1.31
O1 -0.52 -1.29 0.02
F1 -0.01 1.76 -0.55
S1 -2.83 -0.25 -0.81

---

ORCA calculation (wB97M-V/def2-TZVPD) on a 2-piece molecular cluster, C7H14N2 overall in a non-equilibrium geometry.

multiplicity: 1
HOMO energy: -8.42 eV
SMILES string: Cc1c[nH]cn1.CCC
net charge: 0
energy relative to the best compared isomer or geometry (same formula, charge and spin): 24.6 kcal per mole
gap between HOMO and LUMO: 0.34098 Eh
molar mass: 126.2 g/mol
LUMO energy: 0.857 eV

Positions of all 23 atoms, in Å:
C1 -0.95 2.52 1.02
C2 -1.50 1.31 0.44
C3 -1.39 0.01 0.86
N1 -1.86 -0.85 -0.08
C4 -2.60 0.03 -0.94
N2 -2.23 1.26 -0.75
H1 -0.67 2.41 2.06
H2 -1.70 3.33 0.99
H3 -0.20 2.97 0.36
H4 -0.68 -0.11 1.67
H5 -2.07 -1.80 0.20
H6 -3.21 -0.38 -1.72
C5 2.64 -1.91 0.85
C6 3.37 -1.57 -0.46
C7 2.77 -0.30 -1.11
H7 3.41 -1.78 1.60
H8 1.88 -1.16 1.06
H9 2.17 -2.88 0.84
H10 4.36 -1.21 -0.16
H11 3.54 -2.40 -1.16
H12 3.34 -0.11 -2.03
H13 1.73 -0.47 -1.41
H14 2.88 0.53 -0.42